1.
101
Properties=species:S:1:pos:R:3:forces:R:3 method="wB97M-V/def2-TZVPD" energy_ev=-174986.5399 de_lowest_ev=0.6932 spin_multiplicity=2 total_charge=+1 orbital_gap_ev="7.00 / 6.14"
Bi 0.345 -0.316 0.372 0.7516 -0.1438 -0.2250
C -0.709 3.598 -1.869 -0.0344 0.0861 -0.0421
C 0.184 2.576 -1.211 -0.0472 -0.0313 0.0303
O -0.416 1.723 -0.464 0.1708 -0.1919 0.0077
C 1.549 2.638 -1.413 0.2068 -0.3168 -0.0703
C 2.569 1.864 -0.770 -0.2913 0.0184 0.0145
C 3.991 2.284 -1.015 0.0761 0.0383 -0.0394
N 2.338 0.821 -0.005 0.0939 -0.0010 0.0328
N 3.450 0.282 0.659 -0.4334 -0.2447 -0.0570
C 3.221 -0.893 1.177 0.0731 -0.1363 -0.0146
O 2.121 -1.593 1.051 0.2451 0.5573 0.0339
C 4.311 -1.477 2.024 -0.2500 0.0194 -0.0584
C 3.982 -2.389 3.023 0.0923 -0.0905 0.0427
C 4.970 -2.895 3.865 -0.1183 0.0667 -0.1214
C 6.291 -2.502 3.697 -0.0204 0.0042 -0.0164
C 6.623 -1.608 2.684 -0.0281 0.0172 -0.0214
C 5.637 -1.093 1.854 0.1432 0.0254 0.0291
H -0.704 4.518 -1.274 -0.0572 -0.2021 -0.1526
H -1.734 3.229 -1.910 0.1121 0.0127 -0.0362
H -0.363 3.847 -2.873 -0.0194 0.0101 0.0240
H 1.902 3.433 -2.058 0.0130 -0.0366 0.0305
H 4.026 3.280 -1.456 0.0100 -0.0866 -0.0078
H 4.472 1.574 -1.695 -0.0288 0.0451 0.0480
H 4.564 2.256 -0.090 0.0077 0.0251 -0.1544
H 2.948 -2.698 3.132 0.0809 0.0153 0.0109
H 4.708 -3.599 4.647 0.0086 0.0632 -0.0616
H 7.062 -2.892 4.352 -0.0673 0.0247 -0.0690
H 7.657 -1.311 2.543 -0.0800 -0.0126 0.0044
H 5.887 -0.394 1.066 -0.0094 -0.0181 0.0480
C 0.971 -2.315 -5.220 0.0274 0.1541 0.1215
N 1.026 -1.283 -4.183 0.0889 0.0346 -0.2397
C 1.326 0.093 -4.580 -0.1087 -0.1939 -0.0295
C 0.710 -1.534 -2.891 -0.1652 -0.0684 0.1382
N 0.449 -0.606 -2.028 0.1243 0.0955 0.0391
N 0.688 -2.880 -2.559 -0.1251 0.2987 0.3815
C 0.309 -3.467 -1.347 -0.1525 0.2381 -0.0147
N 0.491 -4.814 -1.344 -0.0497 0.0634 0.0439
N -0.186 -2.782 -0.383 0.2804 -0.1571 -0.1650
H 0.887 -1.831 -6.188 0.0042 0.0359 -0.0060
H 0.090 -2.947 -5.101 -0.0113 0.0188 0.0217
H 1.871 -2.938 -5.240 0.0024 0.0245 0.0209
H 1.944 0.071 -5.473 0.0071 -0.0197 -0.0294
H 1.886 0.603 -3.797 0.0338 -0.0191 0.0038
H 0.419 0.667 -4.797 0.0057 -0.0334 0.0183
H 0.448 0.325 -2.437 0.0134 -0.1917 0.0319
H 1.056 -3.502 -3.249 0.1198 -0.1254 -0.1167
H 0.876 -5.317 -2.119 0.0584 -0.0305 -0.0553
H 0.296 -5.328 -0.506 -0.0149 -0.0466 0.0487
H -0.397 -3.360 0.429 -0.0638 0.0119 -0.1463
N 0.492 0.578 2.800 0.2412 0.5752 -0.1671
H -0.322 0.540 3.407 0.0543 -0.0562 -0.0107
H 0.715 1.595 2.639 -0.1025 -0.4758 0.1765
H 1.286 0.158 3.279 -0.1644 0.0165 0.0181
C -3.307 -2.038 -2.888 0.1142 -0.2398 -0.0610
Ge -3.910 -0.503 -1.843 0.4483 0.0755 -0.3073
C -5.793 -0.647 -1.402 -0.2786 -0.0410 0.2031
C -3.682 1.059 -2.987 0.0791 0.2643 -0.0749
Ge -2.499 -0.355 0.133 -1.7713 -0.4830 0.6963
C -2.817 -2.034 1.168 0.3451 -0.1698 0.0453
C -2.044 -2.366 2.292 -0.0619 -0.0562 -0.0918
C -2.191 -3.584 2.953 -0.0530 0.0821 -0.1080
C -3.124 -4.510 2.496 0.0115 0.0659 -0.0324
C -3.906 -4.203 1.389 0.0310 0.0957 -0.0046
C -3.749 -2.983 0.734 0.0766 -0.0136 0.0721
C -3.211 1.041 1.315 0.2301 0.3368 -0.0165
C -3.419 0.854 2.686 -0.0872 0.2078 -0.0692
C -3.891 1.896 3.483 0.0321 -0.0462 -0.1539
C -4.157 3.141 2.923 0.0146 -0.0190 0.0113
C -3.966 3.340 1.560 0.0246 -0.0776 -0.0300
C -3.493 2.300 0.767 0.0314 -0.0086 0.0386
H -3.983 -2.196 -3.734 0.0950 -0.0112 0.0661
H -3.269 -2.951 -2.287 0.0202 0.1022 -0.1222
H -2.301 -1.830 -3.272 -0.1354 -0.0641 0.0389
H -6.357 -0.566 -2.337 0.0067 -0.0155 0.1442
H -6.086 0.170 -0.736 -0.0177 -0.1061 -0.0941
H -6.037 -1.596 -0.917 -0.0269 0.1571 -0.0874
H -3.940 0.786 -4.016 0.0039 0.0748 0.1004
H -2.646 1.412 -2.969 -0.1352 -0.0467 -0.0461
H -4.337 1.876 -2.669 0.1094 -0.0706 -0.0641
H -1.293 -1.671 2.667 -0.0617 0.0016 -0.0163
H -1.583 -3.808 3.823 -0.0302 0.0254 -0.0673
H -3.241 -5.462 3.002 -0.0057 0.0872 -0.0333
H -4.642 -4.916 1.033 0.0583 0.0632 0.0167
H -4.368 -2.776 -0.133 0.0494 -0.0555 0.0776
H -3.241 -0.114 3.137 0.0159 -0.0292 0.0092
H -4.062 1.732 4.540 0.0273 0.0014 -0.0221
H -4.515 3.953 3.548 0.0234 -0.1079 -0.0776
H -4.186 4.307 1.118 0.0201 -0.0867 0.0223
H -3.336 2.468 -0.298 -0.0103 -0.0021 0.1747
C 3.577 3.258 2.321 -0.1118 0.0929 -0.1018
C 2.278 3.789 1.801 -0.1581 0.0873 0.0298
N 1.084 3.308 2.073 -0.2654 0.2791 -0.4283
C 0.174 4.081 1.355 0.1553 -0.2032 0.4578
C 0.831 5.045 0.663 0.3073 0.0620 0.3262
N 2.169 4.852 0.963 -0.0602 0.0709 -0.0660
H 3.896 2.376 1.755 -0.0978 0.0849 0.1779
H 3.460 2.958 3.361 -0.0203 0.0238 0.0005
H 4.364 4.013 2.267 -0.0547 -0.0293 -0.0023
H -0.890 3.872 1.385 0.2435 0.0496 0.0311
H 0.488 5.846 0.025 0.1248 -0.1207 0.1299
H 2.937 5.389 0.602 0.0411 0.0460 0.0155

=====

2.
104
Properties=species:S:1:pos:R:3:forces:R:3 method="wB97M-V/def2-TZVPD" energy_ev=-101527.8452 de_lowest_ev=1.7139 spin_multiplicity=1 total_charge=-1 orbital_gap_ev=6.19
K 0.918 -0.296 -0.307 -0.0533 1.9035 0.5638
N -3.618 1.847 -1.266 0.0388 0.0343 0.3162
C -2.539 1.045 -1.034 -0.1472 0.0438 0.5627
N -2.105 0.724 0.131 -0.0377 0.0381 -0.3948
C -2.737 1.256 1.264 0.3254 -0.0464 -0.5749
N -2.262 1.065 2.427 -0.5172 -0.1359 0.7848
N -1.041 0.514 2.574 0.6902 0.2664 -0.2275
C -0.850 -0.708 2.812 0.0951 -0.2308 0.1147
C 0.526 -1.249 3.032 0.1067 0.2232 0.1543
C 0.667 -2.572 3.422 -0.0955 -0.0347 0.3690
C 1.935 -3.098 3.600 0.0183 0.0541 0.3731
C 3.035 -2.289 3.387 -0.1464 0.2526 0.4439
C 2.805 -0.977 2.998 -0.2497 0.1595 0.1135
N 1.589 -0.457 2.822 -0.0010 -0.0332 0.0209
C -3.933 2.108 1.089 0.0968 -0.1430 -0.0381
C -4.635 2.665 2.154 -0.0392 0.0134 0.0793
C -5.733 3.479 1.932 0.0532 -0.0265 0.0647
C -6.135 3.755 0.627 -0.0013 0.0069 0.0130
C -5.442 3.220 -0.443 -0.1131 0.0853 -0.0820
C -4.343 2.398 -0.213 0.0725 -0.0723 -0.0716
H -3.865 2.070 -2.209 -0.0739 0.0504 -0.2495
H -2.029 0.657 -1.915 0.0131 0.0245 0.0248
H -1.680 -1.417 2.871 0.0684 -0.0520 -0.0362
H -0.215 -3.195 3.541 0.1410 0.0900 -0.0510
H 2.062 -4.139 3.880 -0.0285 0.1460 -0.0272
H 4.046 -2.665 3.490 -0.0850 0.1047 0.0797
H 3.643 -0.306 2.809 -0.1216 -0.0711 -0.0163
H -4.286 2.446 3.157 -0.0374 0.0085 -0.0715
H -6.271 3.905 2.771 0.0440 -0.0339 -0.0776
H -6.990 4.396 0.445 0.0453 -0.0369 0.0036
H -5.749 3.441 -1.461 0.0372 -0.0348 0.0539
C 3.844 0.047 -1.901 0.0311 -0.2533 -0.0384
C 2.912 0.853 -2.826 0.0421 0.0658 0.0056
C 3.074 0.282 -4.251 -0.1132 -0.0419 -0.0455
C 3.413 2.311 -2.849 0.0287 0.0809 0.0112
O 1.613 0.779 -2.377 0.4648 0.3902 -0.4835
H 4.896 0.077 -2.226 -0.1362 0.0066 0.1014
H 3.503 -0.998 -1.895 0.1374 0.2422 0.0628
H 3.780 0.447 -0.878 0.0574 -0.0551 -0.0931
H 4.117 0.340 -4.592 -0.1201 -0.0157 -0.0117
H 2.440 0.846 -4.947 0.0780 -0.0723 0.0739
H 2.755 -0.766 -4.271 0.0224 0.1154 0.0038
H 4.373 2.410 -3.377 -0.0829 0.0235 0.0952
H 3.544 2.671 -1.821 -0.0797 0.0290 -0.1081
H 2.666 2.935 -3.353 0.0768 -0.0451 0.0434
C -2.096 -1.016 -4.545 -0.0372 -0.0909 -0.0064
Te -0.324 -0.972 -3.226 -0.6834 -0.4907 -0.6905
C -1.462 -2.667 -2.472 -0.1458 -0.1172 -0.1670
C -2.115 -3.325 -3.662 0.0814 0.0651 0.0728
C -2.369 -4.690 -3.762 -0.0137 0.1231 -0.0281
C -2.951 -5.219 -4.913 0.0356 0.1238 0.0876
C -3.290 -4.379 -5.964 0.0692 0.1252 0.0978
C -3.039 -3.010 -5.867 0.0196 0.0110 0.0816
C -2.447 -2.478 -4.726 0.0516 0.0814 -0.0205
H -1.915 -0.524 -5.499 0.0819 0.0170 -0.0040
H -2.917 -0.485 -4.048 0.0257 -0.0515 0.0031
H -2.212 -2.263 -1.784 -0.0055 -0.0020 -0.0318
H -0.842 -3.349 -1.905 0.1522 -0.0503 0.0365
H -2.087 -5.343 -2.942 -0.0061 0.0159 -0.0255
H -3.131 -6.286 -4.988 0.0107 0.0232 0.0005
H -3.733 -4.784 -6.865 -0.0078 -0.0045 -0.0149
H -3.291 -2.355 -6.695 0.0172 -0.0278 0.0256
C 5.057 -2.962 -0.112 -0.0768 0.1295 -0.0795
C 3.977 -3.616 0.722 -0.1297 0.2572 0.0782
O 2.799 -2.799 0.756 0.4704 -0.3149 -0.6745
P 1.371 -3.301 0.175 0.3093 -0.3758 -0.0213
O 0.298 -2.370 0.616 -0.3381 -1.1235 -0.0596
Te 1.576 -5.107 -1.615 -0.0049 0.3239 -0.5055
O 1.174 -4.495 1.390 -0.0768 -0.8969 -0.3965
C 1.166 -5.878 1.229 -0.1925 0.1707 0.2011
C 2.043 -6.549 2.271 0.1138 0.0324 0.0818
H 5.963 -3.578 -0.105 -0.0741 0.0527 0.0156
H 5.296 -1.969 0.280 -0.0006 -0.0786 -0.0583
H 4.713 -2.846 -1.142 0.0587 -0.0079 0.0835
H 4.310 -3.750 1.755 -0.0271 -0.0233 -0.0729
H 3.755 -4.601 0.318 -0.1473 -0.1443 -0.0457
H 1.556 -6.189 0.232 0.0242 -0.0850 0.3901
H 0.146 -6.278 1.288 -0.0257 0.1202 -0.0165
H 3.069 -6.171 2.203 -0.1452 -0.0834 0.0143
H 2.050 -7.635 2.130 0.0022 0.1254 0.0383
H 1.657 -6.325 3.271 0.0768 -0.0932 -0.1194
C 1.789 3.470 2.971 0.0411 0.2161 0.0476
N 1.512 4.411 1.900 0.1082 -0.0451 0.1220
C 1.314 5.766 2.390 0.0429 0.0102 -0.0482
C 0.521 3.981 0.987 -0.4414 0.0445 -0.0321
N -0.355 3.082 1.238 0.3034 0.3170 -0.6344
N 0.533 4.687 -0.218 -0.0640 -0.2756 0.0403
C 1.765 5.295 -0.716 -0.2646 -0.1301 0.0771
C -0.328 4.199 -1.301 0.2804 -0.0160 0.3246
H 2.743 3.737 3.433 -0.0475 -0.0079 -0.0061
H 1.854 2.462 2.576 0.0562 -0.1602 -0.0445
H 1.019 3.472 3.755 -0.0388 0.0215 0.0260
H 0.506 5.817 3.132 -0.0470 -0.0259 0.0247
H 1.059 6.433 1.567 0.0143 -0.0223 0.0496
H 2.230 6.124 2.860 0.0533 0.0251 0.0237
H -0.301 2.712 2.184 0.0710 0.0835 -0.2016
H 2.439 5.534 0.097 0.0265 -0.0139 0.0148
H 1.518 6.212 -1.256 -0.0294 0.0416 -0.0082
H 2.282 4.627 -1.406 0.0686 -0.1293 -0.0928
H -1.268 3.847 -0.886 -0.0254 0.0113 0.0489
H 0.154 3.370 -1.841 -0.0643 0.0350 0.0626
H -0.516 5.021 -1.997 0.0194 -0.0197 0.0433
O 1.593 -2.437 -1.422 -0.1464 -1.1129 -0.0512
O 2.017 -3.358 -2.452 0.1170 0.3935 0.1090